Molecular formula: C41H42P2V
Method: DFT, ωB97M-V/def2-TZVPD

Last column: Löwdin spin population.
CARTESIAN COORDINATES (ANGSTROEM)
V (0.47, -1.04, -1.18)  2.550
C (1.23, -0.72, -3.41)  0.034
C (0.19, 0.14, -3.11)  -0.019
C (-1.16, 0.01, -3.80)  0.012
C (-1.80, -1.32, -3.66)  0.031
C (-1.47, -1.93, -2.32)  0.228
C (-0.29, -2.71, -2.12)  0.161
C (0.53, -3.16, -3.33)  0.035
C (1.03, -1.99, -4.21)  0.013
C (-0.26, -0.45, 3.10)  0.004
H (2.27, -0.38, -3.38)  -0.003
H (0.43, 1.20, -2.89)  -0.003
H (-1.13, 0.31, -4.83)  0.000
H (-1.78, 0.78, -3.36)  0.000
H (-2.88, -1.22, -3.65)  0.002
H (-1.54, -1.96, -4.51)  0.005
H (-2.25, -2.01, -1.52)  0.014
H (-0.09, -3.34, -1.17)  0.029
H (-0.05, -3.83, -3.96)  0.005
H (1.36, -3.77, -2.99)  0.002
H (2.02, -2.30, -4.62)  0.000
H (0.38, -1.88, -5.10)  0.002
H (0.76, -0.49, 2.71)  0.000
H (-0.06, -0.94, 4.03)  0.001
H (-0.61, 0.55, 3.21)  0.000
P (0.51, 1.94, -0.03)  -0.007
P (-1.34, -1.42, 2.05)  0.012
C (-0.94, 0.88, 0.02)  0.016
C (-0.98, -0.45, 0.46)  0.055
C (-0.09, 3.60, -0.61)  0.000
C (-0.95, 3.78, -1.72)  0.000
C (-1.32, 5.07, -2.12)  0.000
C (-0.94, 6.19, -1.38)  0.000
C (-0.17, 6.02, -0.23)  0.000
C (0.26, 4.75, 0.17)  0.000
C (1.84, 1.25, -1.22)  -0.065
C (2.47, -0.11, -1.04)  -0.069
C (3.89, -0.18, -1.10)  -0.025
C (4.67, 0.88, -1.58)  -0.018
C (4.05, 2.09, -1.97)  -0.047
C (2.69, 2.26, -1.70)  0.000
C (-2.98, -1.51, 2.69)  0.001
C (-3.63, -0.23, 2.86)  0.001
C (-4.95, -0.24, 3.34)  0.000
C (-5.53, -1.50, 3.62)  0.001
C (-4.86, -2.73, 3.55)  0.000
C (-3.54, -2.74, 3.08)  0.001
C (-0.54, -3.05, 1.80)  0.003
C (0.65, -3.31, 2.53)  0.004
C (1.36, -4.50, 2.31)  0.001
C (0.90, -5.41, 1.34)  0.002
C (-0.28, -5.18, 0.58)  0.001
C (-1.03, -4.01, 0.86)  0.004
H (-1.77, 1.38, -0.49)  0.000
H (-1.19, -1.28, -0.36)  0.013
H (-1.27, 2.90, -2.29)  0.000
H (-1.90, 5.17, -3.04)  0.000
H (-1.26, 7.18, -1.70)  0.000
H (0.14, 6.89, 0.35)  0.000
H (0.88, 4.65, 1.06)  0.000
H (2.05, -1.11, -1.49)  0.022
H (4.34, -1.15, -0.86)  -0.001
H (5.73, 0.82, -1.59)  0.000
H (4.63, 2.94, -2.37)  -0.003
H (2.21, 3.26, -1.80)  0.000
H (-3.18, 0.73, 2.51)  0.000
H (-5.53, 0.73, 3.46)  0.000
H (-6.55, -1.52, 4.02)  0.000
H (-5.31, -3.70, 3.80)  0.000
H (-2.97, -3.63, 2.88)  0.000
H (0.98, -2.61, 3.31)  0.000
H (2.27, -4.69, 2.89)  0.000
H (1.48, -6.32, 1.12)  0.000
H (-0.61, -5.86, -0.22)  0.000
H (-2.01, -3.84, 0.35)  0.001
C (2.71, 3.25, 3.54)  -0.001
C (1.32, 3.29, 3.53)  -0.001
C (0.72, 2.66, 2.45)  -0.002
C (1.52, 2.05, 1.44)  -0.006
C (2.92, 1.85, 1.68)  -0.001
C (3.56, 2.52, 2.67)  0.000
H (3.24, 3.84, 4.22)  0.000
H (0.69, 3.77, 4.30)  0.000
H (-0.36, 2.54, 2.40)  0.001
H (3.38, 1.15, 1.01)  0.000
H (4.65, 2.46, 2.72)  0.000

## Properties
2S+1 ... 4
<S²> ... 4.055
HOMO (spin up / spin down) ... -5.240 / -4.583 eV
Net charge ... 0
ΔE to the lowest compared entry with this formula, charge and spin ... 16.2 kcal per mole